C17H30MnN6O6S2 | ωB97M-V/def2-TZVPD

Cartesian coordinates (Å):
Mn: 0.52334 -0.90432 0.16873
C: 1.55076 -0.56755 3.00080
N: 0.28568 -0.92474 2.29734
C: -0.76990 -0.01958 2.81691
C: -0.05160 -2.33620 2.63459
C: -1.06717 -2.86959 1.65766
N: -0.53615 -2.72977 0.28027
C: 0.44748 -3.81330 0.00015
C: -1.65084 -2.91542 -0.68854
H: 1.41461 -0.73217 4.07085
H: 1.79081 0.47942 2.83259
H: 2.37319 -1.18424 2.65256
H: -0.80321 -0.10742 3.90421
H: -1.74326 -0.27629 2.40931
H: -0.53035 1.00949 2.56564
H: -0.43046 -2.38528 3.65749
H: 0.86829 -2.91847 2.58871
H: -2.00645 -2.32025 1.71871
H: -1.27747 -3.92030 1.86852
H: -0.05595 -4.77857 0.06774
H: 1.27715 -3.79339 0.69946
H: 0.83878 -3.68985 -1.00707
H: -2.04888 -3.92466 -0.56968
H: -1.27666 -2.79715 -1.70244
H: -2.43514 -2.19077 -0.51444
O: 0.66223 1.28238 -2.22152
S: 0.92650 -0.03338 -2.72214
O: 0.35704 -0.42528 -3.95870
O: 0.51801 -1.08314 -1.62005
C: 2.67706 -0.31433 -2.78256
C: 3.22430 -0.45046 -4.04665
C: 4.60020 -0.59294 -4.18702
C: 5.42455 -0.60944 -3.07322
C: 4.88902 -0.50323 -1.79713
C: 3.51667 -0.35670 -1.65228
S: 2.94894 -0.36311 0.01155
O: 1.75656 0.54472 0.17920
O: 4.02193 -0.13164 0.90053
O: 2.22743 -1.69576 0.24574
H: 2.56469 -0.42838 -4.90307
H: 5.02434 -0.69030 -5.17703
H: 6.49460 -0.70986 -3.19168
H: 5.52177 -0.52105 -0.92095
C: -2.72937 3.92955 1.66889
C: -3.27712 4.11988 0.25650
C: -4.68813 3.56070 0.10922
C: -2.30238 3.56601 -0.79139
N: -1.94023 2.16569 -0.54487
C: -0.82733 1.67980 -0.03977
N: -0.97510 0.36004 0.04226
N: -2.20102 0.07151 -0.46135
N: -2.78370 1.14323 -0.79358
H: -3.36269 4.44409 2.38934
H: -1.71810 4.33217 1.77049
H: -2.72155 2.87087 1.94994
H: -3.31128 5.19166 0.04403
H: -4.71854 2.48287 0.27912
H: -5.08877 3.75259 -0.88638
H: -5.34898 4.02818 0.83764
H: -1.36801 4.12508 -0.76942
H: -2.72300 3.62120 -1.79406
H: 0.04284 2.24714 0.24030

Calculated values
expectation value of S²	0.81
frontier orbital gap (alpha / beta)	5.2 / 6.6	eV
LUMO (alpha / beta)	-10.80 / -9.43	eV
total charge	+2
spin multiplicity	2
strongest force on any atom	1.6	eV/A


C4H15N2O3 | ωB97M-V/def2-TZVPD

Cartesian coordinates (Å):
N: -2.09599 0.15286 0.04421
C: -0.69126 0.10600 -0.57221
C: -0.63170 1.10397 -1.79824
C: 0.65616 0.63560 -2.53189
O: 1.81246 1.01320 -1.89301
C: 0.34821 0.34165 0.46492
N: 0.63970 -0.93085 1.22014
H: -2.75389 0.78007 -0.44246
H: -2.15970 0.70337 0.90045
H: -0.71881 -0.91310 -0.95874
H: -1.51124 0.84480 -2.40469
H: -0.83679 2.11524 -1.45747
H: 0.59044 -0.43118 -2.78456
H: 0.67833 1.24008 -3.47618
H: 1.77649 0.68632 -0.95265
H: 0.33621 1.21360 1.08352
H: -0.25059 -1.21718 1.62754
H: 0.60850 -1.67674 0.51469
H: -1.46846 -1.87293 0.97272
H: -2.92689 -2.13825 1.13986
O: -2.07181 -2.52509 1.36252
H: 1.86516 1.24720 2.48507
H: 2.01308 -0.28901 2.50815
O: 2.36357 0.53817 2.89102

Calculated values
frontier orbital gap	5.7	eV
LUMO	3.87	eV
total charge	-1
strongest force on any atom	3.3	eV/A


C19H20CsF3N6O10 | ωB97M-V/def2-TZVPD

Cartesian coordinates (Å):
Cs: 1.99201 -0.02688 -0.63564
O: 1.72926 -1.46788 2.68024
C: 2.31894 -0.39404 2.40625
O: 3.21209 -0.22125 1.54023
C: 1.84133 0.84216 3.15001
C: 2.35385 1.19735 4.35583
C: 1.87845 2.34562 5.03719
C: 0.87109 3.11903 4.52022
C: 0.32331 2.76021 3.30581
C: 0.81695 1.66991 2.48975
O: 0.46159 1.43652 1.32244
N: -0.79498 3.59774 2.84544
O: -1.61174 3.10805 2.08764
O: -0.85813 4.75738 3.24201
N: 2.43340 2.70458 6.32702
O: 2.01669 3.70610 6.90213
O: 3.34290 2.01659 6.77877
H: 3.12195 0.59318 4.81934
H: 0.50848 3.98318 5.05335
N: 0.18916 -2.64740 0.41929
C: 0.00919 -4.06449 0.15266
C: -0.89227 -4.25598 -1.05445
N: -0.38261 -3.74940 -2.32817
H: 0.84133 -2.45538 1.18318
H: -0.69162 -2.21817 0.68022
H: -0.40507 -4.62440 1.00569
H: 0.98730 -4.50536 -0.06492
H: -1.84683 -3.75871 -0.83946
H: -1.12927 -5.31810 -1.17231
H: 0.44448 -4.27455 -2.59397
H: -0.01784 -2.80689 -2.20100
C: -0.65095 3.40670 -2.88130
C: -0.46018 1.91800 -2.72908
O: 0.59437 1.44024 -2.36060
N: -1.54402 1.13690 -3.02142
C: -1.58422 -0.27733 -2.66460
C: -2.34970 -0.45626 -1.37553
C: -3.58761 -1.06947 -1.27666
C: -4.19772 -1.12162 -0.02912
C: -3.55855 -0.54729 1.05380
C: -2.31683 0.05374 0.85605
N: -1.71746 0.08579 -0.32976
H: 0.33030 3.87210 -2.89961
H: -1.20608 3.79137 -2.02188
H: -1.19862 3.65394 -3.79397
H: -2.41669 1.61640 -3.16377
H: -0.57200 -0.61678 -2.46139
H: -1.96873 -0.87399 -3.48933
H: -4.04348 -1.51086 -2.15478
H: -5.16058 -1.60553 0.09052
H: -4.00264 -0.55425 2.04069
H: -1.77615 0.53336 1.66203
F: 3.68087 -0.89855 -5.79036
C: 3.39065 -0.33103 -4.59392
F: 4.50369 -0.43855 -3.84374
F: 3.21587 0.99143 -4.83067
C: 2.12970 -0.95236 -3.94862
O: 1.12190 -0.88004 -4.66747
O: 2.28145 -1.41479 -2.79028

Calculated values
frontier orbital gap	6.3	eV
LUMO	3.84	eV
total charge	-2
strongest force on any atom	2.0	eV/A


C11H35N9O20 | ωB97M-V/def2-TZVPD

Cartesian coordinates (Å):
C: 7.58556 13.13913 14.14314
O: 7.77624 12.23873 15.24383
H: 7.72541 12.52942 13.25051
H: 6.66248 13.71866 14.15635
H: 8.39639 13.86739 14.12574
H: 7.14392 11.51807 15.19463
C: 12.24003 8.79800 9.64261
O: 13.04487 7.77296 8.99859
H: 12.18821 9.73893 9.09482
H: 11.17791 8.56554 9.71981
H: 12.62603 9.07536 10.62352
H: 13.10604 7.03955 9.61501
C: 5.43499 10.57140 9.21150
N: 5.91187 10.50710 7.81230
O: 7.02224 10.99765 7.65897
O: 5.23923 10.01267 6.92532
H: 6.12682 10.10744 9.91450
H: 4.36868 10.34769 9.24357
H: 5.44659 11.62764 9.48042
C: 11.34622 15.38336 11.58356
N: 11.16392 16.27652 10.39509
O: 12.14220 16.45506 9.69147
O: 10.16157 17.02662 10.32860
H: 12.37899 15.55676 11.88593
H: 11.22936 14.36526 11.21219
H: 10.70130 15.82001 12.34614
C: 11.45314 11.65300 14.88545
N: 12.04548 11.99084 13.53988
O: 11.81789 11.19808 12.63084
O: 12.53429 13.08349 13.40838
H: 10.81349 12.51049 15.09437
H: 12.30400 11.58484 15.56331
H: 10.85080 10.74558 14.84220
C: 9.39350 6.17693 11.45294
N: 8.63099 7.45458 11.23082
O: 8.19826 7.62456 10.10175
O: 8.52769 8.22234 12.13310
H: 9.59606 5.67876 10.50485
H: 8.77687 5.67554 12.19891
H: 10.25746 6.46733 12.05073
C: 9.39050 13.36000 6.65444
N: 10.31269 14.30022 7.28945
O: 11.49920 14.07530 7.19775
O: 9.78547 15.17769 8.00735
H: 8.88539 13.86940 5.83379
H: 8.63477 13.10984 7.39901
H: 9.88358 12.56617 6.09336
C: 8.57927 8.09777 6.42121
N: 9.87117 8.92167 6.27488
O: 10.20377 9.56043 7.24355
O: 10.45431 8.89085 5.18777
H: 8.26975 8.14179 7.46541
H: 8.82515 7.05302 6.23115
H: 7.77533 8.53865 5.83178
C: 5.24259 8.16314 13.94771
N: 6.20406 9.28666 13.80925
O: 5.76984 10.25238 13.12613
O: 7.17896 9.27039 14.58449
H: 5.83339 7.25240 14.04568
H: 4.42497 8.09342 13.23026
H: 4.71016 8.46839 14.84851
C: 7.37194 15.33080 10.09624
N: 6.05224 14.68474 10.38811
O: 5.55241 13.97998 9.55759
O: 5.51589 14.89192 11.51100
H: 7.35189 16.40421 9.90788
H: 7.76793 14.96140 9.15028
H: 8.01480 15.11536 10.94971
C: 8.97025 10.76111 10.68384
N: 9.36262 12.15429 10.40700
O: 9.98441 12.35504 9.42378
O: 8.95317 13.00694 11.17833
H: 8.08866 10.79859 11.32375
H: 9.80930 10.25649 11.16286
H: 8.73061 10.28804 9.73153

Calculated values
frontier orbital gap	9.1	eV
LUMO	-1.03	eV
total charge	0
structure (SMILES)	C[N+](=O)[O-].C[N+](=O)[O-].C[N+](=O)[O-].C[N+](=O)[O-].C[N+](=O)[O-].C[N+](=O)[O-].C[N+](=O)[O-].C[N+](=O)[O-].C[N+](=O)[O-].CO.CO
strongest force on any atom	3.3	eV/A


C53H42AsIrN5O2S | ωB97M-V/def2-TZVPD

Cartesian coordinates (Å):
Ir: 0.44620 -0.22553 -0.11819
C: 0.15459 3.02083 -3.10323
O: 0.37119 3.55350 -1.75030
C: 0.52858 2.50104 -0.98588
N: 0.35205 1.33314 -1.50463
C: -0.15901 1.52974 -2.88276
C: 0.44499 0.61451 -3.90984
C: -0.35306 0.13872 -4.94443
C: 0.19199 -0.67651 -5.92341
C: 1.53392 -1.02951 -5.86700
C: 2.33295 -0.55505 -4.83756
C: 1.79038 0.27443 -3.86672
C: 0.83202 2.62635 0.44712
C: 1.03970 3.76939 1.19851
C: 1.29571 3.61412 2.55728
C: 1.37251 2.34886 3.13248
C: 1.15844 1.25522 2.31384
N: 0.86971 1.42475 1.02615
C: 1.24413 -0.18323 2.62717
N: 0.90896 -1.07326 1.75260
C: 1.33568 -2.39581 2.27754
C: 1.68836 -2.05254 3.74111
O: 1.72661 -0.58469 3.77803
C: 0.31332 -3.49237 2.15643
C: 0.75058 -4.78228 1.87345
C: -0.15258 -5.83337 1.82945
C: -1.49987 -5.60035 2.07148
C: -1.93882 -4.31628 2.35741
C: -1.03403 -3.26530 2.40150
H: 1.08208 3.16697 -3.65613
H: -0.65641 3.58231 -3.55479
H: -1.23616 1.35759 -2.83406
H: -1.40652 0.39379 -4.97631
H: -0.43143 -1.04407 -6.72738
H: 1.95578 -1.67144 -6.62859
H: 3.38057 -0.82313 -4.79208
H: 2.42123 0.65931 -3.07603
H: 1.01399 4.74387 0.73078
H: 1.45710 4.48898 3.17235
H: 1.59812 2.21504 4.18140
H: 2.22672 -2.68414 1.71691
H: 2.66465 -2.40965 4.05206
H: 0.92251 -2.37560 4.44332
H: 1.80181 -4.96374 1.67898
H: 0.19565 -6.83421 1.61153
H: -2.20474 -6.42056 2.04358
H: -2.98644 -4.13051 2.55245
H: -1.39270 -2.26998 2.63352
C: 4.57833 4.55425 0.22023
C: 4.13706 4.13778 -1.02874
C: 3.69634 2.83405 -1.21244
C: 3.68715 1.96277 -0.13141
C: 4.13855 2.36466 1.11820
C: 4.59733 3.66153 1.28666
N: 3.14002 0.64921 -0.26291
N: 3.73095 -0.09966 -1.04165
C: 3.15522 -1.37295 -1.18605
C: 4.04933 -2.33718 -1.64848
C: 3.66635 -3.66227 -1.72495
C: 2.37712 -3.99595 -1.34836
C: 1.47419 -3.01940 -0.93835
C: 1.81990 -1.67672 -0.85217
H: 4.93615 5.56600 0.35607
H: 4.15326 4.82392 -1.86525
H: 3.38017 2.48355 -2.18830
H: 4.16464 1.65251 1.93369
H: 4.98575 3.97475 2.24717
H: 5.04652 -2.01643 -1.92036
H: 4.35725 -4.41818 -2.07129
H: 2.04741 -5.02673 -1.39108
H: 0.46946 -3.33517 -0.69735
S: -0.94356 -1.45514 -1.63633
C: -2.32154 -2.07587 -0.71573
C: -2.93388 -3.26562 -1.08790
C: -4.10679 -3.65813 -0.45137
C: -4.66864 -2.88778 0.55683
C: -4.05275 -1.70366 0.94664
C: -2.89092 -1.31520 0.30175
As: -1.94817 0.31017 0.61368
C: -2.39997 0.89540 2.40119
C: -1.77813 0.36053 3.52766
C: -2.16215 0.76019 4.79872
C: -3.17822 1.69215 4.95635
C: -3.82106 2.20884 3.84084
C: -3.43676 1.81463 2.56661
C: -2.76130 1.60773 -0.55291
C: -2.45261 2.96107 -0.43389
C: -2.97762 3.87331 -1.33792
C: -3.81406 3.43573 -2.35736
C: -4.12994 2.08836 -2.47063
C: -3.60044 1.16969 -1.57421
H: -2.50315 -3.87465 -1.87226
H: -4.58341 -4.58420 -0.74544
H: -5.58199 -3.20727 1.04021
H: -4.47860 -1.09465 1.73564
H: -1.01791 -0.40221 3.43042
H: -1.67709 0.33235 5.66641
H: -3.48072 2.00158 5.94781
H: -4.63272 2.91404 3.95999
H: -3.95838 2.21610 1.70946
H: -1.82674 3.31364 0.37924
H: -2.74517 4.92577 -1.23963
H: -4.23268 4.14898 -3.05524
H: -4.79506 1.75092 -3.25453
H: -3.84731 0.11952 -1.66614

Calculated values
expectation value of S²	0.76
frontier orbital gap (alpha / beta)	6.4 / 5.3	eV
LUMO (alpha / beta)	-6.23 / -7.30	eV
total charge	+2
spin multiplicity	2
strongest force on any atom	0.3	eV/A


C5H7N | ωB97M-V/def2-TZVPD

Cartesian coordinates (Å):
C: -1.78552 0.28602 0.16332
C: -0.17229 -1.03489 -0.56900
C: -0.81477 -0.64339 0.75285
C: 0.06545 0.32757 0.04970
C: 1.60220 0.89406 0.08615
N: -1.00051 1.17005 -0.43002
H: -2.78556 0.09275 0.08345
H: 0.55956 -1.77389 -0.59399
H: -0.78734 -0.96168 -1.48036
H: -0.67762 -1.33569 1.59682
H: 2.26690 0.04940 -0.27998
H: 1.80348 1.12965 1.10408
H: 1.72601 1.80002 -0.48301

Calculated values
frontier orbital gap	10.3	eV
LUMO	1.06	eV
total charge	0
strongest force on any atom	5.9	eV/A


C4H13N2S | ωB97M-V/def2-TZVPD

Cartesian coordinates (Å):
C: 1.61575 -2.58440 -0.65799
N: 1.67414 1.07991 -1.00163
C: 1.30223 -0.15766 -0.77039
N: 2.04293 -1.20711 -0.94205
H: 2.00737 -3.23287 -1.43823
H: 0.52850 -2.62326 -0.63387
H: 2.01236 -2.89942 0.30715
H: 2.59497 1.32458 -1.32734
H: 1.06891 1.81497 -0.66025
H: 0.28703 -0.32083 -0.41849
H: 3.00890 -1.08033 -1.21217
C: -2.25050 2.44505 0.84618
S: -0.89248 1.34843 1.34445
C: -1.73175 -0.23396 1.08610
H: -3.03859 2.38916 1.58793
H: -2.63262 2.15591 -0.12246
H: -1.87436 3.46174 0.82950
H: -1.09141 -1.04100 1.45823
H: -2.63574 -0.24883 1.68660
H: -1.99566 -0.39010 0.03874

Calculated values
frontier orbital gap	9.0	eV
LUMO	-3.18	eV
total charge	+1
strongest force on any atom	0.5	eV/A


C2H3N3O2S | ωB97M-V/def2-TZVPD

Cartesian coordinates (Å):
C: 0.75567 0.10616 0.89314
C: 1.09410 -0.47287 -1.07428
H: -0.04129 0.70658 3.72061
H: 1.35557 -1.20759 -1.95045
H: -1.69984 -1.61003 -1.20694
N: 0.86017 0.05490 2.17925
N: 1.63622 -0.50055 0.05482
N: -0.06443 0.35941 -1.16133
O: -0.31857 0.64214 2.74667
O: -0.25385 0.82640 0.19259
S: -1.44734 -0.42709 -1.90622

Calculated values
frontier orbital gap	9.0	eV
LUMO	-0.09	eV
total charge	0
structure (SMILES)	O/N=c1/ncn(S)o1
strongest force on any atom	3.0	eV/A


C2H3N2O | ωB97M-V/def2-TZVPD

Cartesian coordinates (Å):
C: 0.23388 0.78546 -1.03163
C: 0.06204 -0.14018 0.12535
N: -0.33816 0.34143 -2.04474
N: -0.67274 -1.09290 -0.12657
O: -0.99104 -0.67898 -2.06354
H: 0.70380 1.66787 -1.21225
H: 0.48304 0.24152 1.06627
H: -0.93023 -2.02593 -0.14019

Calculated values
frontier orbital gap (alpha / beta)	9.2 / 9.2	eV
LUMO (alpha / beta)	-7.68 / -7.68	eV
total charge	+1
structure (SMILES)	[H]/N=C/C=[N+]=O
strongest force on any atom	3.2	eV/A


C6H13N2O | ωB97M-V/def2-TZVPD

Cartesian coordinates (Å):
C: 0.22007 1.67491 -1.52113
C: 2.28974 -0.08465 -0.31743
C: 3.18970 -0.86554 0.54950
C: -2.06439 0.84361 0.69183
C: -1.27448 -1.41662 -0.45857
C: -1.40172 0.13474 -0.47662
N: 0.96191 0.19217 0.18826
N: -0.08392 0.72844 -0.76685
O: 2.55744 0.42050 -1.35888
H: 1.22224 2.06652 -1.52457
H: -0.58011 2.06407 -2.16111
H: 2.59390 -1.63656 1.02988
H: 3.43324 -0.07594 1.22603
H: 4.03529 -1.16044 -0.11279
H: -2.70885 0.24802 1.31917
H: -1.41267 1.40318 1.52237
H: -2.66522 1.65694 0.50634
H: -1.51542 -1.95413 0.56966
H: -0.38940 -1.69907 -1.03701
H: -2.18566 -1.78348 -1.08732
H: -2.12070 0.41547 -1.34666
H: 0.46997 -0.44954 0.94161

Calculated values
frontier orbital gap	10.4	eV
LUMO	-4.22	eV
total charge	+1
structure (SMILES)	C=[N+](NC(C)=O)C(C)C
strongest force on any atom	4.9	eV/A